ORCA calculation (the ωB97M-V functional and the def2-TZVPD basis) on a molecular structure, C14H12N5S2Y.

For the HOMO energy, the calculation gives -14.35 eV. The value obtained for the energy above the lowest of the compared OMol25 structures with the same formula, charge and spin is 0.194 eV. For the total energy, the calculation gives -44862.2788 eV. The gap between HOMO and LUMO is 6.317 eV. As for the charge: +2.

Geometry as XYZ:
```
34
Properties=species:S:1:pos:R:3:forces:R:3:nbo_charge:R:1
Y -0.576 -1.580 -1.181 -0.008 0.231 -0.331 2.16
C -4.869 -0.242 2.075 -0.161 -0.099 -0.161 -0.74
S -3.939 -1.704 2.591 0.250 0.101 0.155 0.37
C -2.580 -1.620 1.491 -0.258 -0.017 0.045 -0.02
S -2.924 -1.592 -0.244 -0.001 0.071 0.027 -0.38
N -1.408 -1.667 2.027 0.071 -0.039 -0.163 -0.34
N -0.371 -1.708 1.103 0.143 -0.139 0.524 -0.46
C 0.793 -1.829 1.635 -0.085 -0.026 0.016 0.16
C 1.979 -1.847 0.783 0.053 -0.004 -0.018 0.12
C 3.250 -1.942 1.314 -0.046 0.002 -0.029 -0.17
C 4.340 -1.940 0.447 -0.016 -0.002 -0.004 -0.09
C 4.114 -1.838 -0.913 -0.006 -0.001 -0.012 -0.21
C 2.807 -1.748 -1.369 0.017 -0.009 -0.030 0.08
N 1.750 -1.755 -0.552 -0.004 -0.083 0.093 -0.62
H -5.743 -0.223 2.723 0.003 -0.015 0.009 0.27
H -5.203 -0.316 1.042 0.008 0.001 0.004 0.24
H -4.284 0.657 2.244 0.005 -0.004 -0.003 0.23
H 0.878 -1.909 2.716 0.030 -0.007 0.000 0.25
H 3.384 -2.017 2.384 0.001 -0.001 0.002 0.26
H 5.346 -2.017 0.836 0.004 0.002 -0.002 0.27
H 4.929 -1.832 -1.623 0.006 -0.001 0.004 0.27
H 2.611 -1.671 -2.433 0.000 -0.003 0.000 0.21
N -0.264 6.107 -1.542 0.003 0.003 -0.003 -0.14
C -0.297 4.960 -1.507 -0.005 0.060 0.001 0.20
C -0.334 3.529 -1.457 0.004 -0.079 0.009 -0.03
C -0.482 2.785 -2.626 0.001 -0.021 0.031 -0.18
C -0.510 1.411 -2.525 -0.001 0.045 -0.021 0.05
N -0.401 0.759 -1.354 0.032 0.022 -0.074 -0.63
C -0.263 1.488 -0.229 -0.008 0.015 -0.050 0.06
C -0.223 2.864 -0.237 -0.004 -0.007 -0.022 -0.17
H -0.576 3.268 -3.588 -0.001 0.000 -0.003 0.27
H -0.631 0.812 -3.423 0.002 -0.003 0.004 0.21
H -0.191 0.944 0.705 -0.024 0.003 0.001 0.22
H -0.113 3.413 0.687 0.000 0.004 -0.001 0.27
```
Forces are in eV/Å.